1.
Computed, not measured: C36H50IrN2O2PSeSi3 as an isolated structure, with ωB97M-V with the def2-TZVPD basis set.

Calculated values
E_LUMO (alpha / beta): 0.4350 / -2.0224 eV
spin multiplicity: 5
expectation value of S²: 6.0271
HOMO-LUMO gap (alpha / beta): 5.559 / 5.683 eV
relative energy (zero: lowest compared OMol25 entry of this formula, charge and spin): 24.67 kcal/mol
highest occupied orbital energy (alpha / beta): -5.1 / -7.7 eV

XYZ file:
```
96
Properties=species:S:1:pos:R:3:forces:R:3
H -0.32424 -2.10506 -2.29732 0.053 -0.061 0.046
H 2.78383 3.41245 3.48140 -0.015 0.006 -0.038
H 0.30388 -7.55931 -2.21055 0.004 0.074 0.008
H 5.15701 -0.36047 1.03013 -0.049 -0.002 0.060
N -4.40318 -0.74121 -0.32951 -0.148 -0.004 0.073
C 2.04786 -0.39053 2.43197 0.208 0.026 0.091
H -4.59736 4.49421 1.91326 0.040 -0.012 0.000
Si 0.22515 -0.63828 1.96913 -0.093 -0.061 -0.097
P 0.09462 2.27161 -0.45869 -0.063 -0.295 -0.134
H 3.08932 0.60969 -2.40660 0.062 -0.021 0.066
H -0.85341 -6.31342 -2.70791 0.067 -0.060 0.021
C -0.00258 2.06348 -3.31881 0.067 -0.054 0.068
C -1.41490 4.36089 0.75242 0.040 0.043 0.065
C -4.26634 -1.34560 0.99481 -0.020 0.080 -0.145
C 3.69718 4.07786 0.28691 -0.035 -0.021 0.015
C -0.84909 0.42201 3.10513 -0.071 0.064 0.171
H 4.52175 4.48387 -0.28743 -0.033 -0.011 0.025
H 0.77369 2.58822 2.31931 0.034 0.023 -0.007
C 2.43987 -0.23567 3.76780 0.045 0.041 -0.109
Si -0.05309 -5.93123 -0.38909 0.071 -0.165 0.042
C -3.62773 2.73387 1.15706 0.070 -0.025 -0.042
H -0.10429 2.12238 -5.47362 0.017 0.005 0.016
Se -0.99006 -3.84876 -0.43977 -0.110 0.056 -0.096
O -2.19254 -0.92583 -0.65218 -0.186 -0.145 0.209
H -4.47650 2.08565 1.34449 0.007 0.017 -0.029
C -0.08794 4.09248 -4.69628 -0.004 0.073 0.031
C 4.38459 -0.33520 1.79621 -0.108 0.051 -0.001
C -3.69052 4.07907 1.48970 -0.010 -0.012 -0.005
C -5.70847 -0.21966 -0.72468 0.093 -0.075 0.041
H 2.52119 3.62790 -1.45469 -0.001 0.007 0.038
H -0.14308 4.54882 -5.67725 0.009 -0.018 0.014
C 0.02390 4.29397 -2.31146 0.008 0.010 -0.036
C 3.57434 0.41396 -1.44363 0.080 0.106 -0.211
H 2.26668 -3.13718 -0.19559 0.078 0.059 -0.071
C -1.35462 3.01911 0.37934 -0.039 -0.011 -0.020
H 0.07640 4.92358 -1.42987 -0.008 -0.043 -0.045
H -2.70064 -0.54412 -3.11175 0.014 0.027 0.022
N -0.02190 -0.23605 -2.41041 -0.210 -0.251 -0.261
C 3.78063 -0.13365 4.11442 -0.028 -0.003 -0.049
H 1.98086 -6.87368 0.59310 -0.003 0.063 -0.002
H 0.87431 -5.93894 -2.66929 -0.056 -0.047 0.000
C -1.14131 -7.07657 0.59392 -0.155 -0.084 0.096
C 1.58874 3.01953 1.74714 0.040 0.007 0.009
H -0.79077 -8.11159 0.51609 -0.019 0.086 0.022
C 3.77359 4.01877 1.67183 -0.050 -0.014 -0.052
H -6.19896 -0.85451 -1.46557 0.014 -0.021 0.005
C -3.42055 -0.02981 -2.47774 -0.060 -0.036 0.001
C -2.57887 4.88874 1.29412 0.055 0.009 -0.010
H -3.12854 1.02398 -2.44800 -0.017 -0.010 0.018
H -1.16129 -2.72918 2.17594 0.100 0.062 0.097
C 2.56908 3.60143 -0.37216 0.023 0.108 0.034
C 3.03713 -0.44426 1.42893 0.098 -0.001 0.252
C 1.62833 -5.85469 0.40204 0.168 0.072 0.050
C -2.46522 2.21058 0.60363 -0.086 0.078 -0.003
H 3.73739 1.36895 -0.93917 0.026 -0.058 -0.080
H 2.34949 -5.35343 -0.24807 -0.043 -0.059 0.070
H -5.19429 -1.85490 1.24737 -0.018 0.003 0.007
Si 2.52146 -0.69211 -0.36826 -0.240 0.256 0.383
C -0.16713 -2.40309 2.50553 -0.019 -0.184 -0.169
H 5.80382 -0.09420 3.39044 -0.016 -0.005 -0.001
H -0.30452 0.68063 4.02227 -0.105 -0.050 -0.085
H -5.63087 0.79081 -1.12233 0.028 0.016 0.002
H -1.13046 -6.78912 1.64950 -0.032 -0.041 -0.063
H -2.17629 -7.03525 0.24424 0.068 -0.029 0.030
H 4.06667 -0.01975 5.15371 -0.003 0.008 -0.016
H 4.54811 -0.04912 -1.64154 -0.070 0.060 0.011
H -0.54151 4.99499 0.64264 -0.065 -0.025 -0.002
Ir 0.24410 -0.08814 -0.37762 0.605 0.524 -0.236
H -1.73964 -0.14565 3.40046 0.044 0.106 -0.029
C 0.07779 -6.48944 -2.16203 -0.048 0.050 -0.197
H -0.13094 -2.46265 3.59910 0.019 -0.034 -0.056
C 2.85408 -2.46794 -0.83098 -0.073 -0.280 -0.127
H 2.58201 -2.65901 -1.87461 0.017 -0.002 0.096
C -3.30004 -0.60559 -1.09089 0.171 0.114 -0.095
H -6.34148 -0.18185 0.15843 -0.003 0.016 0.014
C 2.71854 3.48330 2.40222 -0.011 0.000 -0.024
H -0.04586 5.98225 -3.61929 -0.001 -0.020 0.000
C -0.03887 4.90306 -3.54157 0.001 -0.060 0.037
H -3.45241 -2.06488 0.98336 0.019 -0.003 -0.036
C -0.06433 2.73550 -4.58017 -0.005 0.004 0.011
C 4.75665 -0.18046 3.12476 -0.046 0.011 -0.029
H 3.91779 -2.69596 -0.69320 -0.075 0.001 -0.008
H 4.65517 4.38434 2.18309 0.001 -0.020 -0.008
C 0.04391 2.89454 -2.14832 -0.063 -0.001 -0.002
H -2.61615 5.93616 1.56796 0.008 -0.031 0.010
C 1.50291 3.08206 0.35498 0.067 -0.076 0.052
H -2.39577 1.15623 0.37177 -0.005 -0.042 0.005
O 0.10313 -1.54336 -2.96160 -0.030 0.126 -0.001
H -4.41623 -0.11300 -2.90667 0.009 0.016 -0.001
H 1.60190 -5.32081 1.35607 0.022 -0.058 -0.039
H 0.57728 -3.09968 2.09939 -0.092 0.041 0.067
H -1.18139 1.35087 2.63954 0.023 -0.033 0.081
H 1.68952 -0.19198 4.55376 0.057 -0.019 -0.044
H -4.04902 -0.59297 1.75722 -0.005 0.025 0.014
H 0.08012 0.22129 -4.39692 0.002 -0.005 0.022
C 0.01940 0.65573 -3.40493 -0.008 0.071 0.194
```
Positions in Å, forces in eV/Å.

Mulliken atomic charge list, values in e, 5 entries: atom 1 (H): 0.24, atom 2 (H): 0.42, atom 3 (H): 0.34, atom 4 (H): 0.39, atom 5 (N): 0.34



2.
Computed, not measured: an isolated ion of composition C3H8NS and charge +1, with ωB97M-V with the def2-TZVPD basis set.

Calculated values
net charge: +1
E_LUMO (alpha / beta): -3.3623 / -6.7628 eV
spin multiplicity: 3
expectation value of S²: 2.0062
HOMO-LUMO gap (alpha / beta): 10.905 / 7.338 eV
relative energy (zero: lowest compared OMol25 entry of this formula, charge and spin): 8.78 kcal/mol
highest occupied orbital energy (alpha / beta): -14.3 / -14.1 eV

XYZ file:
```
13
Properties=species:S:1:pos:R:3:forces:R:3
N 0.34836 -0.14213 -0.23929 0.250 0.308 -0.780
H 0.82206 -1.28870 1.53876 0.064 0.179 0.088
H 1.04567 -0.18584 -1.00114 -0.051 0.010 0.245
S -2.34094 0.07844 0.25246 0.336 -0.114 -0.606
H -0.15842 1.19662 1.30705 0.021 -0.182 -0.091
H -1.14109 -0.90091 -1.56967 0.094 0.067 0.013
C 0.63024 1.06644 0.56676 0.234 0.844 0.432
H 0.09968 -2.26322 0.11021 -0.071 -0.039 -0.231
C 0.43460 -1.33791 0.53940 0.048 -0.712 0.463
H -0.99368 0.87885 -1.56638 0.205 -0.085 0.041
H 1.58439 0.97131 1.07987 0.013 -0.175 -0.122
C -0.98908 -0.01862 -0.94317 -1.134 0.026 0.658
H 0.65822 1.94565 -0.07487 -0.009 -0.127 -0.110
```
Positions in Å, forces in eV/Å.

Mulliken atomic charge list, values in e, 5 entries: atom 1 (N): -0.04, atom 2 (H): 0.31, atom 3 (H): 0.35, atom 4 (S): 0.10, atom 5 (H): 0.44



| no. | electronic energy (hartree) |
| --- | --- |
| 1 | -5377.3763 |
| 2 | -571.6610 |